No. 1
# C16H18ClN3OS

2 unconnected molecules or ions with the total composition C16H18ClN3OS (ωB97M-V with the def2-TZVPD basis set, the Open Molecules 2025 dataset).

XYZ file:
```
40
Properties=species:S:1:pos:R:3:forces:R:3
O 1.622 1.652 1.206 -1.584 4.466 -0.241
C 2.092 0.618 1.169 2.836 -7.322 2.288
N 1.598 -0.600 0.498 11.837 0.122 7.880
C 0.590 -0.641 -0.175 -4.374 -0.845 -5.289
N -0.032 0.431 -0.581 -1.596 -2.850 0.259
C -1.172 -0.134 -1.179 -1.048 1.827 -1.278
C -1.220 -1.473 -1.270 -2.711 -3.141 -4.265
S 0.195 -2.323 -0.800 -0.323 2.166 1.157
H -1.823 -2.164 -2.102 1.006 2.419 2.557
C -2.169 0.858 -1.782 1.666 -4.201 0.431
C -3.267 0.245 -2.604 2.425 13.484 2.339
C -4.012 1.290 -3.085 -3.647 1.997 -2.041
C -3.823 2.919 -2.701 -5.741 -8.009 -5.405
C -2.931 3.033 -1.867 7.551 8.182 5.978
C -1.895 2.158 -1.501 -0.933 -0.957 1.947
H -1.169 2.386 -0.638 -1.012 -0.237 -2.028
H -2.740 4.295 -1.501 -0.641 -3.787 -0.736
Cl -5.047 3.967 -3.120 -0.765 0.835 -0.530
H -5.023 1.099 -3.800 2.949 0.492 1.990
H -3.458 -0.641 -2.782 -1.414 -8.488 -1.465
H 2.332 -1.446 0.830 -2.755 2.494 -1.178
C 3.428 0.072 2.189 0.461 3.526 -7.091
N 3.431 -1.280 2.447 1.562 -0.521 -0.845
C 4.754 -1.765 2.855 3.216 0.298 -7.006
C 4.877 -3.325 2.655 -3.250 3.329 7.064
C 3.788 -3.519 3.999 4.334 -0.931 2.229
C 2.527 -2.748 3.861 -2.862 -15.714 -0.669
C 2.566 -1.543 3.478 -0.313 12.628 3.376
H 1.644 -0.984 3.508 -0.698 -0.157 -1.131
H 2.963 -0.897 4.540 -0.174 -1.018 -2.038
H 1.804 -3.184 4.572 0.196 1.175 0.100
H 2.138 -3.356 2.848 0.121 1.054 1.797
H 3.715 -4.643 4.151 -0.553 1.511 0.124
H 4.330 -3.032 5.026 -0.926 -1.534 -2.618
H 5.823 -3.526 3.129 0.431 -1.192 -0.933
H 4.285 -3.818 1.923 0.673 -0.090 -1.285
H 5.554 -1.421 1.695 -2.018 -0.093 3.731
H 5.102 -1.247 3.799 -0.049 -1.021 -1.052
H 4.300 0.372 1.374 -1.794 -0.941 2.230
H 3.528 0.753 2.973 -0.084 1.046 1.647
```
Positions in Å, forces in eV/Å.

DFT total energy (a.u.): -1717.905557
Maximum force (eV Å⁻¹): 16.0
HOMO energy (Ha): -0.2792
HOMO-LUMO gap (eV): 7.9
Relative energy (zero: lowest compared OMol25 entry of this formula, charge and spin) (eV): 14.317
LUMO energy (eV): 0.32

No. 2
# C20H19AuN6OPSbSe4

A molecular structure, C20H19AuN6OPSbSe4 (ωB97M-V with the def2-TZVPD basis set, the Open Molecules 2025 dataset).

XYZ file:
```
53
Properties=species:S:1:pos:R:3:forces:R:3
Au 0.382 -2.616 -0.482 -0.010 0.038 0.061
O 3.988 -0.393 0.899 0.004 0.002 0.009
N 3.020 0.549 1.089 -0.034 -0.053 0.023
C 3.062 1.281 2.121 0.017 0.002 0.018
C 2.013 2.295 2.268 0.075 0.069 -0.083
C 2.318 3.445 2.986 -0.006 -0.032 0.015
C 1.454 4.529 3.002 -0.013 0.005 -0.003
C 0.269 4.476 2.287 0.012 0.003 0.003
C -0.076 3.319 1.607 -0.024 -0.047 0.073
C 0.777 2.210 1.605 -0.136 -0.085 0.166
P 0.153 0.794 0.677 -0.059 0.126 -0.275
C -1.637 0.785 0.837 -0.033 0.051 -0.082
C -2.454 0.413 -0.232 0.071 -0.075 0.053
C -3.827 0.351 -0.056 -0.066 -0.066 0.085
C -4.386 0.628 1.188 0.058 -0.013 -0.020
C -3.570 0.965 2.262 -0.123 0.018 -0.039
C -2.200 1.057 2.088 0.059 0.009 -0.029
C 0.592 0.921 -1.062 0.060 -0.028 0.015
C 1.662 0.233 -1.634 -0.042 -0.043 0.010
C 1.985 0.456 -2.962 -0.004 0.001 -0.022
C 1.261 1.372 -3.716 0.015 -0.013 -0.005
C 0.211 2.073 -3.142 -0.012 -0.001 0.021
C -0.127 1.853 -1.816 0.039 0.045 0.009
H 4.660 -0.328 1.599 -0.002 -0.002 -0.007
H 3.861 1.223 2.862 0.024 0.028 -0.024
H 3.264 3.502 3.510 0.001 0.001 0.000
H 1.717 5.419 3.556 0.001 0.000 -0.001
H -0.401 5.324 2.272 -0.001 -0.001 0.001
H -1.028 3.282 1.095 0.001 0.000 -0.004
H -2.026 0.171 -1.196 0.002 0.014 -0.002
H -4.463 0.083 -0.889 0.000 0.012 -0.002
H -5.459 0.585 1.319 -0.001 -0.012 0.002
H -4.002 1.170 3.233 0.004 -0.002 0.003
H -1.576 1.335 2.927 0.000 0.034 -0.011
H 2.265 -0.446 -1.048 -0.008 0.000 -0.004
H 2.824 -0.068 -3.402 0.000 0.000 -0.001
H 1.526 1.550 -4.749 0.003 0.001 0.000
H -0.345 2.797 -3.722 -0.001 0.000 0.001
H -0.943 2.414 -1.378 -0.005 0.006 0.004
Se -3.060 -2.882 1.444 1.172 -1.129 0.437
Sb -1.308 -2.123 2.991 0.026 0.968 0.401
Se -1.082 -4.499 2.551 -1.216 0.359 -0.936
Se -1.439 -0.958 5.003 0.082 -0.011 0.067
Se 0.748 -1.247 1.485 0.110 -0.177 0.077
N 0.217 -6.984 -3.449 0.006 -0.006 0.008
N 0.182 -5.641 -3.176 -0.001 0.011 0.022
N 0.286 -4.742 -4.130 -0.004 -0.002 0.005
C 0.330 -3.620 -3.435 0.008 0.024 0.020
N 0.254 -3.871 -2.122 -0.035 0.022 -0.032
N 0.161 -5.186 -1.970 -0.003 -0.038 -0.024
H -0.144 -7.131 -4.384 -0.003 -0.012 0.007
H -0.307 -7.485 -2.741 -0.006 -0.005 -0.015
H 0.416 -2.640 -3.870 -0.002 0.002 0.003
```
Positions in Å, forces in eV/Å.

DFT total energy (a.u.): -11499.721881
Total charge: +2
Maximum force (eV Å⁻¹): 1.7
HOMO energy (Ha): -0.5147
HOMO-LUMO gap (eV): 6.5
Relative energy (zero: lowest compared OMol25 entry of this formula, charge and spin) (eV): 0.311
LUMO energy (eV): -7.49

No. 3
# C4H8N2O2

2 unconnected molecules or ions with the total composition C4H8N2O2 (ωB97M-V with the def2-TZVPD basis set, the Open Molecules 2025 dataset).

XYZ file:
```
16
Properties=species:S:1:pos:R:3:forces:R:3
N 1.841 0.354 -1.971 0.277 -0.014 -0.018
C 0.427 0.146 -1.934 0.017 0.576 -0.290
O -0.021 -1.085 -2.407 -0.159 -0.437 -0.249
N -0.003 0.320 -0.571 0.406 -0.561 -0.126
C -0.714 1.130 -0.051 0.122 -0.146 -0.239
O -1.383 1.860 0.539 -0.703 0.892 0.407
H 2.331 -0.328 -1.397 -0.063 0.126 -0.058
H 2.191 0.311 -2.920 -0.058 -0.095 0.067
H -0.044 0.890 -2.593 0.116 -0.222 0.141
H 0.260 -1.784 -1.802 -0.010 0.104 0.023
C -0.209 -0.046 2.551 0.277 -0.090 0.288
C -1.419 -0.560 2.484 -0.189 -0.174 0.085
H 0.667 -0.606 2.271 0.118 -0.152 -0.068
H -0.036 0.959 2.898 -0.030 0.210 0.053
H -2.292 0.005 2.763 -0.156 0.168 0.053
H -1.596 -1.567 2.141 0.034 -0.186 -0.067
```
Positions in Å, forces in eV/Å.

DFT total energy (a.u.): -417.173563
Maximum force (eV Å⁻¹): 1.2
HOMO energy (Ha): -0.3687
HOMO-LUMO gap (eV): 10.7
Relative energy (zero: lowest compared OMol25 entry of this formula, charge and spin) (eV): 2.242
LUMO energy (eV): 0.70

No. 4
# C5H5FNO3

A gas-phase ion, C5H5FNO3 (charge -1) (ωB97M-V with the def2-TZVPD basis set, the Open Molecules 2025 dataset).

XYZ file:
```
15
Properties=species:S:1:pos:R:3:forces:R:3
C 2.077 0.334 -0.530 0.654 0.322 -0.346
C -0.836 0.731 2.126 0.109 -0.565 -1.356
C -0.838 -0.591 -0.212 -0.613 0.874 1.421
C -0.278 0.389 -1.232 1.302 -1.224 2.658
C -0.264 -0.369 1.161 -1.654 1.209 -0.908
N 1.143 0.101 -1.436 -1.444 -1.231 -2.063
O -0.680 0.554 3.328 0.234 -0.139 0.991
O 3.222 -0.010 -0.570 0.224 -0.135 0.338
O -1.429 1.650 1.495 0.414 -0.580 0.028
F 0.321 -1.524 1.493 0.764 -0.581 1.688
H -1.948 -0.624 -0.182 0.439 0.512 -0.114
H -0.543 -1.592 -0.427 0.310 -0.840 -0.797
H -0.919 0.252 -2.019 -0.651 0.113 -2.969
H -0.295 1.366 -0.868 -0.665 1.600 0.671
H 1.268 -0.668 -2.125 0.577 0.665 0.756
```
Positions in Å, forces in eV/Å.

DFT total energy (a.u.): -573.820295
Total charge: -1
Maximum force (eV Å⁻¹): 3.2
HOMO energy (spin up / spin down) (Ha): -0.1252 / -0.1677
HOMO-LUMO gap (spin up / spin down) (eV): 7.1 / 7.2
Spin multiplicity: 3
LUMO energy (spin up / spin down) (eV): 3.66 / 2.66

No. 5
# C6H12O2

2 unconnected molecules or ions with the total composition C6H12O2 (ωB97M-V with the def2-TZVPD basis set, the Open Molecules 2025 dataset).

XYZ file:
```
20
Properties=species:S:1:pos:R:3:forces:R:3
C 2.158 -0.120 -2.655 -0.104 0.184 0.242
C 1.553 0.276 -1.340 0.197 0.131 -0.211
C 1.194 -0.580 -0.399 -0.234 -0.449 0.596
C 0.554 -0.171 0.877 0.725 0.088 -0.457
C -0.646 -0.565 1.255 -0.290 0.486 0.651
C -1.296 -0.097 2.539 0.865 -0.886 0.116
O -1.370 -1.401 0.458 -0.354 -0.225 -0.193
H 2.574 -1.122 -2.610 -0.116 -0.190 -0.053
H 1.382 -0.071 -3.423 0.161 -0.048 -0.149
H 2.967 0.550 -2.939 -0.007 0.120 -0.072
H 1.359 1.336 -1.178 0.002 -0.099 -0.043
H 1.344 -1.657 -0.531 -0.009 0.260 -0.165
H 1.116 0.480 1.537 -0.172 0.141 -0.043
H -2.375 -0.145 2.503 -0.382 0.315 -0.163
H -0.929 0.894 2.798 -0.234 -0.007 0.032
H -0.997 -0.789 3.340 -0.099 0.222 -0.018
H -2.166 -1.673 0.924 0.008 -0.039 -0.037
O -1.984 1.839 -0.661 -0.262 0.186 0.427
H -2.240 2.115 0.237 0.168 -0.334 -0.615
H -2.199 0.899 -0.731 0.136 0.144 0.155
```
Positions in Å, forces in eV/Å.

DFT total energy (a.u.): -386.249381
Maximum force (eV Å⁻¹): 1.2
HOMO energy (Ha): -0.3042
HOMO-LUMO gap (eV): 8.9
Relative energy (zero: lowest compared OMol25 entry of this formula, charge and spin) (eV): 1.926
LUMO energy (eV): 0.58

No. 6
# C19H21NO3

A single C19H21NO3 molecule (ωB97M-V with the def2-TZVPD basis set, the Open Molecules 2025 dataset).

XYZ file:
```
44
Properties=species:S:1:pos:R:3:forces:R:3
C 7.004 0.819 -0.373 0.146 0.069 -0.196
O 6.151 0.419 0.673 -0.261 -0.109 0.212
C 4.877 0.056 0.374 -0.204 -0.080 0.141
C 4.327 0.037 -0.905 0.346 0.125 -0.019
C 3.015 -0.351 -1.091 -0.226 -0.100 0.249
C 2.209 -0.733 -0.020 0.557 0.155 0.023
C 0.827 -1.150 -0.171 -0.534 -0.121 -0.386
C 0.097 -1.117 -1.290 0.315 0.181 0.288
C -1.338 -1.465 -1.351 -0.056 -0.224 -0.037
O -2.112 -0.890 -2.094 0.043 0.145 -0.157
N -1.727 -2.495 -0.549 -0.024 -0.346 0.228
C -3.116 -2.710 -0.238 -0.150 0.223 0.127
C -3.395 -2.357 1.238 -0.059 -0.258 -0.237
O -2.644 -1.248 1.672 0.021 0.300 0.151
C -2.848 -0.025 1.077 0.084 0.159 0.035
C -3.987 0.341 0.375 0.008 -0.307 0.169
C -4.077 1.607 -0.176 0.133 0.105 0.032
C -3.052 2.531 -0.043 -0.099 0.036 0.008
C -3.145 3.883 -0.682 0.048 -0.062 -0.071
C -1.924 2.159 0.679 -0.080 -0.066 -0.027
C -1.820 0.901 1.233 -0.082 -0.233 0.039
C 2.776 -0.714 1.260 -0.063 0.018 -0.249
C 4.080 -0.326 1.457 0.317 0.113 -0.082
H 7.954 1.063 0.100 -0.054 -0.007 -0.082
H 6.619 1.705 -0.889 0.009 -0.044 0.012
H 7.157 0.013 -1.097 -0.017 0.038 0.023
H 4.914 0.323 -1.764 0.071 0.026 -0.050
H 2.615 -0.360 -2.093 -0.027 -0.002 -0.119
H 0.366 -1.488 0.751 -0.136 -0.033 0.060
H 0.486 -0.706 -2.210 0.048 0.042 -0.098
H -1.052 -2.887 0.089 0.040 0.093 -0.162
H -3.677 -2.061 -0.915 0.022 -0.188 0.077
H -3.399 -3.752 -0.420 -0.076 0.112 0.009
H -3.058 -3.172 1.886 -0.120 0.078 -0.060
H -4.470 -2.212 1.398 0.083 -0.042 0.015
H -4.810 -0.345 0.249 -0.046 -0.102 -0.013
H -4.966 1.873 -0.729 -0.092 0.035 -0.054
H -2.600 4.625 -0.102 0.001 0.098 0.003
H -4.182 4.199 -0.775 -0.046 0.084 -0.018
H -2.711 3.850 -1.681 0.007 0.098 -0.076
H -1.112 2.860 0.801 0.078 0.083 0.025
H -0.942 0.614 1.792 0.103 -0.054 0.070
H 2.176 -1.005 2.110 -0.073 -0.039 0.080
H 4.516 -0.309 2.444 0.045 0.000 0.117
```
Positions in Å, forces in eV/Å.

DFT total energy (a.u.): -1017.070689
Maximum force (eV Å⁻¹): 0.7
HOMO energy (Ha): -0.2996
HOMO-LUMO gap (eV): 8.6
Relative energy (zero: lowest compared OMol25 entry of this formula, charge and spin) (eV): 1.860
LUMO energy (eV): 0.44